No. 1
92
Properties=species:S:1:pos:R:3:mulliken_charge:R:1 method="wB97M-V/def2-TZVPD" charge=-1 orbital_gap_ev=5.73 homo_ev=-4.065 energy_ev=-143611.469
C -5.067 0.752 1.752 -1.398
C -3.563 0.519 1.617 0.288
C -2.759 1.785 1.875 -0.320
O -1.384 1.516 1.729 -0.346
C -0.778 2.162 0.576 -0.419
Al -0.944 4.193 0.402 0.383
C -2.496 4.667 -0.842 -0.944
N -2.042 5.034 -2.225 0.010
C -2.553 4.133 -3.240 -1.050
H -5.652 -0.079 1.354 0.383
H -5.351 0.908 2.796 0.352
H -5.364 1.655 1.210 0.329
H -3.331 0.155 0.612 0.148
H -3.242 -0.239 2.336 0.038
H -2.943 2.148 2.896 0.239
H -3.081 2.576 1.186 -0.113
H -1.143 1.640 -0.331 0.226
H 0.283 1.890 0.647 0.241
H -1.267 4.823 1.885 -0.409
H 0.444 4.776 -0.251 -0.256
H -3.074 5.506 -0.432 0.265
H -3.210 3.833 -0.930 0.307
H -2.388 5.962 -2.442 0.076
H -2.150 3.129 -3.072 0.374
H -2.231 4.460 -4.234 0.272
H -3.653 4.046 -3.246 0.372
C -1.355 -2.928 1.336 -0.412
C -0.849 -4.270 1.820 0.220
O -1.557 -4.477 3.063 -0.283
S -3.010 -3.825 2.972 0.998
O -3.985 -4.817 2.679 -0.579
O -3.176 -2.990 4.110 -0.574
O -2.755 -2.963 1.670 -0.203
H -0.897 -2.089 1.862 0.335
H -1.242 -2.788 0.266 0.145
H 0.220 -4.276 2.012 0.140
H -1.105 -5.066 1.125 0.237
C -1.204 10.181 -4.415 -0.308
C -2.201 10.105 -5.557 -0.354
O -2.248 8.706 -5.862 -0.331
S -2.099 7.845 -4.520 1.106
O -3.390 7.516 -4.033 -0.574
O -1.132 6.827 -4.686 -0.399
O -1.512 9.029 -3.625 -0.304
H -0.175 10.108 -4.771 0.266
H -1.323 11.062 -3.791 0.294
H -1.877 10.634 -6.449 0.305
H -3.194 10.443 -5.256 0.292
C 1.666 5.196 -4.506 -0.122
C 1.200 4.593 -3.188 0.186
O 1.790 3.264 -3.237 -0.225
S 3.184 3.296 -3.965 1.090
O 4.262 3.381 -3.041 -0.573
O 3.200 2.273 -4.955 -0.583
O 3.020 4.724 -4.653 -0.371
H 1.074 4.836 -5.348 0.342
H 1.680 6.281 -4.497 0.242
H 0.120 4.497 -3.081 -0.159
H 1.592 5.120 -2.320 0.149
C -0.749 -4.099 -4.188 -0.328
C -1.760 -5.207 -4.422 -0.352
O -1.865 -5.840 -3.135 -0.289
S -1.717 -4.752 -1.980 1.130
O -2.986 -4.322 -1.520 -0.569
O -0.744 -5.224 -1.057 -0.541
O -1.096 -3.603 -2.887 -0.261
H 0.273 -4.477 -4.164 0.279
H -0.831 -3.279 -4.894 0.296
H -1.427 -5.954 -5.137 0.301
H -2.736 -4.815 -4.710 0.294
C 2.548 -6.039 5.107 -0.267
C 1.320 -6.795 4.633 -0.395
O 1.257 -6.483 3.230 -0.257
S 2.715 -6.327 2.624 1.116
O 3.133 -7.532 2.001 -0.590
O 2.774 -5.092 1.928 -0.569
O 3.481 -6.203 4.018 -0.242
H 2.348 -4.976 5.241 0.268
H 3.000 -6.451 6.005 0.311
H 0.396 -6.456 5.091 0.323
H 1.433 -7.873 4.752 0.264
C 7.767 -4.834 5.198 -0.310
C 6.776 -5.944 4.907 -0.079
O 6.578 -6.563 6.191 -0.302
S 6.644 -5.466 7.341 1.127
O 5.334 -5.038 7.686 -0.540
O 7.532 -5.930 8.345 -0.549
O 7.328 -4.323 6.470 -0.321
H 8.787 -5.207 5.296 0.278
H 7.730 -4.023 4.477 0.309
H 7.150 -6.700 4.224 0.338
H 5.823 -5.556 4.548 0.090



No. 2
80
Properties=species:S:1:pos:R:3:mulliken_charge:R:1 method="wB97M-V/def2-TZVPD" charge=+1 orbital_gap_ev=7.64 homo_ev=-10.475 energy_ev=-97108.645
C 1.418 5.866 1.453 -0.686
O 1.966 4.516 1.485 -0.281
B 1.958 4.009 2.725 0.234
O 2.584 4.681 3.758 -0.368
N 1.245 2.685 3.083 0.285
C 2.101 1.469 2.823 -0.561
C 2.814 0.983 4.093 0.726
F 4.024 0.570 3.810 -0.230
F 2.972 1.983 4.969 -0.280
F 2.136 0.063 4.732 -0.225
C 1.340 0.383 2.035 -0.076
C 2.034 -0.999 2.010 -0.500
C 2.104 -1.532 0.572 0.116
O 3.043 -1.298 -0.093 -0.373
O 1.085 -2.283 0.141 -0.453
O 0.076 0.202 2.672 -0.526
C -0.808 1.321 2.438 1.689
N -1.544 1.155 1.212 -0.545
C -1.868 1.328 3.574 -1.048
C -3.162 2.083 3.211 -0.073
N -3.497 3.159 3.763 -0.662
C -0.034 2.656 2.287 -1.008
F -0.727 3.736 2.727 -0.424
H 0.916 6.138 2.391 0.318
H 0.666 5.934 0.659 0.282
H 2.191 6.615 1.254 0.294
H 1.887 4.932 4.391 0.348
H 0.950 2.751 4.066 0.560
H 2.906 1.830 2.158 0.421
H 1.189 0.682 0.981 0.624
H 1.404 -1.709 2.564 0.353
H 3.062 -1.023 2.380 0.356
H 1.101 -2.231 -0.832 0.371
H -0.931 0.939 0.431 0.262
H -2.277 0.460 1.332 0.219
H -1.425 1.776 4.478 0.308
H -2.163 0.282 3.754 0.378
H -3.797 1.674 2.420 0.467
H -2.756 3.369 4.440 0.286
H 0.155 2.788 1.213 0.496
C -4.944 -2.853 -0.589 -1.030
S -3.471 -2.686 0.421 0.423
O -3.389 -1.254 0.852 -0.660
C -2.294 -2.909 -0.917 -0.606
H -5.815 -2.709 0.046 0.401
H -4.940 -2.101 -1.378 0.277
H -4.977 -3.851 -1.023 0.431
H -2.459 -2.152 -1.686 0.335
H -2.411 -3.908 -1.339 0.439
H -1.292 -2.804 -0.507 -0.070
C 7.123 -3.318 -2.811 -0.905
S 6.273 -4.459 -1.706 0.483
O 5.663 -5.518 -2.548 -0.615
C 4.956 -3.321 -1.243 -0.918
H 7.970 -3.839 -3.252 0.332
H 6.444 -2.993 -3.600 0.278
H 7.480 -2.459 -2.242 0.335
H 4.417 -2.997 -2.134 0.325
H 5.379 -2.461 -0.726 0.358
H 4.273 -3.844 -0.577 0.308
C 2.633 1.476 -4.594 -1.052
S 2.196 1.233 -2.867 0.655
O 1.100 2.189 -2.541 -0.670
C 3.719 1.915 -2.192 -0.745
H 1.795 1.149 -5.207 0.334
H 2.831 2.532 -4.780 0.330
H 3.513 0.878 -4.833 0.365
H 3.847 2.942 -2.534 0.399
H 4.563 1.303 -2.510 0.377
H 3.649 1.898 -1.106 0.012
C -8.835 -2.154 -3.040 -0.905
S -8.024 -3.695 -3.490 0.451
O -7.162 -4.094 -2.341 -0.561
C -6.948 -2.982 -4.744 -0.904
H -9.533 -2.360 -2.231 0.322
H -8.092 -1.429 -2.704 0.271
H -9.380 -1.766 -3.900 0.372
H -6.327 -2.203 -4.300 0.260
H -7.555 -2.567 -5.549 0.371
H -6.314 -3.773 -5.139 0.324



No. 3
62
Properties=species:S:1:pos:R:3:mulliken_charge:R:1 method="wB97M-V/def2-TZVPD" charge=-1 orbital_gap_ev=7.29 homo_ev=-4.745 energy_ev=-24773.407
C 3.436 -1.524 3.384 -1.236
C 2.220 -0.811 3.976 -0.162
C 2.366 0.711 4.031 -0.833
C 2.463 1.400 2.658 -0.470
C 1.212 2.184 2.274 -0.933
C -0.054 1.320 2.216 0.567
C -1.133 1.859 1.268 -1.405
C -1.031 1.383 -0.197 -0.111
C 0.361 1.365 -0.842 0.169
C 0.414 0.525 -2.128 -0.674
C 0.931 -0.911 -1.925 -0.964
C 0.257 -1.740 -0.833 0.224
B 0.916 -3.237 -0.585 0.545
C 0.555 -3.771 0.927 -0.506
C -0.943 -3.740 1.232 0.037
C -1.391 -4.524 2.443 -0.498
F -1.002 -3.876 3.644 -0.320
H 3.848 -0.989 2.526 0.305
H 4.232 -1.620 4.128 0.388
H 3.175 -2.525 3.042 0.340
H 1.320 -1.082 3.420 0.044
H 2.063 -1.176 4.996 0.380
H 3.248 0.951 4.634 0.359
H 1.507 1.123 4.572 0.398
H 3.324 2.073 2.639 0.325
H 2.639 0.649 1.881 0.209
H 1.372 2.650 1.300 0.351
H 1.059 3.003 2.988 0.401
H -0.475 1.228 3.221 0.535
H 0.211 0.304 1.911 -0.614
H -2.108 1.548 1.653 0.416
H -1.135 2.956 1.310 0.294
H -1.663 2.023 -0.822 0.275
H -1.456 0.380 -0.269 0.195
H 0.665 2.398 -1.054 0.457
H 1.099 0.964 -0.145 -0.416
H 1.055 1.035 -2.857 0.317
H -0.587 0.502 -2.577 0.124
H 2.010 -0.877 -1.729 0.222
H 0.825 -1.452 -2.873 0.369
H -0.815 -1.821 -1.081 0.081
H 0.297 -1.188 0.117 -0.515
H 0.474 -4.049 -1.416 -0.287
H 2.147 -3.147 -0.713 -0.289
H 0.913 -4.801 1.083 0.276
H 1.074 -3.157 1.677 -0.205
H -1.502 -4.123 0.367 0.248
H -1.279 -2.706 1.380 0.016
H -0.928 -5.517 2.467 0.281
H -2.480 -4.634 2.497 0.274
C -2.245 3.600 -5.933 -1.400
C -2.412 2.526 -4.868 0.527
C -3.872 2.186 -4.618 -1.320
O -1.762 2.898 -3.659 -0.464
H -2.740 4.523 -5.617 0.356
H -1.189 3.815 -6.093 0.330
H -2.687 3.287 -6.880 0.382
H -1.884 1.623 -5.182 0.265
H -4.411 3.072 -4.267 0.341
H -3.954 1.411 -3.857 0.322
H -4.358 1.836 -5.530 0.389
H -2.191 3.688 -3.309 0.289



No. 4
98
Properties=species:S:1:pos:R:3:mulliken_charge:R:1 method="wB97M-V/def2-TZVPD" orbital_gap_ev=9.43 smiles="CCCOCO[P@@](=O)(O)OB(O)N(C)C.O=S1(=O)OCCO1.O=S1(=O)OCCO1.O=S1(=O)OCCO1.O=S1(=O)OCCO1.O=S1(=O)OCCO1.O=S1(=O)OCCO1" homo_ev=-9.209 energy_ev=-157215.399
C -1.629 -1.741 -5.334 -0.765
C -2.464 -2.664 -4.267 -0.412
C -1.648 -3.058 -2.900 -0.131
O -0.194 -2.857 -3.060 -0.343
C 0.480 -2.717 -1.751 0.264
O 1.626 -1.794 -1.746 -0.289
P 1.143 -0.132 -1.938 0.869
O 2.169 0.515 -3.000 -0.637
O -0.504 0.105 -2.453 -0.540
O 1.335 0.786 -0.447 -0.288
B 0.125 1.606 -0.171 0.791
O -0.070 2.797 -1.060 -0.734
N -0.795 1.250 0.982 0.096
C -0.671 -0.194 1.415 -0.553
C -2.257 1.463 0.659 -0.533
H -0.804 -1.056 -4.863 0.109
H -1.158 -2.397 -6.208 0.273
H -2.433 -1.046 -5.875 0.285
H -3.437 -2.083 -3.966 0.273
H -2.741 -3.672 -4.842 0.241
H -2.120 -2.493 -1.985 0.134
H -1.830 -4.218 -2.687 0.251
H 0.912 -3.801 -1.498 0.063
H -0.250 -2.449 -0.864 -0.007
H -0.532 0.566 -3.358 0.348
H 0.349 2.646 -1.957 0.320
H -1.416 -0.463 2.294 0.223
H 0.440 -0.381 1.749 0.312
H -0.957 -0.870 0.481 -0.044
H -2.725 2.021 1.605 -0.032
H -2.838 0.456 0.475 0.244
H -2.470 2.160 -0.257 0.247
O 0.807 3.844 -3.746 -0.578
S 2.020 4.597 -3.976 1.120
O 2.945 4.292 -5.043 -0.613
O 2.849 4.669 -2.574 -0.317
C 3.040 6.033 -2.204 -0.383
C 1.857 6.788 -2.803 -0.336
O 1.627 6.177 -4.071 -0.065
H 3.986 6.374 -2.638 0.281
H 3.084 6.130 -1.116 0.338
H 2.060 7.855 -2.920 0.296
H 0.956 6.654 -2.196 0.287
O 1.196 7.551 -5.315 -0.432
S 0.176 8.489 -5.726 1.126
O -0.594 9.275 -4.790 -0.603
O -0.855 7.714 -6.724 -0.326
C -0.886 8.379 -7.986 -0.320
C 0.487 9.030 -8.138 -0.347
O 0.826 9.495 -6.833 -0.333
H -1.678 9.134 -7.954 0.292
H -1.096 7.666 -8.788 0.306
H 0.479 9.856 -8.852 0.312
H 1.240 8.294 -8.440 0.272
O -2.845 -5.207 4.045 -0.576
S -2.094 -4.016 3.714 0.968
O -2.704 -2.713 3.585 -0.503
O -1.227 -4.319 2.368 -0.247
C 0.160 -4.130 2.644 0.413
C 0.326 -4.432 4.131 -0.291
O -0.841 -3.899 4.752 -0.233
H 0.412 -3.088 2.423 -0.037
H 0.767 -4.790 2.018 0.026
H 1.227 -3.979 4.550 0.353
H 0.342 -5.512 4.314 0.229
O 2.151 -5.103 6.329 -0.514
S 1.979 -4.458 7.612 1.174
O 0.758 -4.546 8.379 -0.565
O 2.377 -2.886 7.448 -0.290
C 3.439 -2.568 8.347 -0.311
C 4.215 -3.869 8.537 -0.364
O 3.224 -4.893 8.571 -0.319
H 2.997 -2.231 9.290 0.291
H 4.063 -1.772 7.933 0.306
H 4.804 -3.871 9.457 0.316
H 4.872 -4.064 7.683 0.278
O -2.445 5.108 5.128 -0.552
S -3.455 4.497 4.293 1.097
O -3.767 4.967 2.964 -0.526
O -4.839 4.410 5.151 -0.303
C -5.256 3.049 5.244 -0.361
C -3.974 2.224 5.169 -0.328
O -3.153 2.896 4.217 -0.258
H -5.913 2.835 4.395 0.293
H -5.801 2.881 6.176 0.315
H -4.160 1.193 4.858 0.348
H -3.448 2.225 6.129 0.265
O 2.087 -6.115 0.869 -0.446
S 2.654 -7.216 0.123 0.982
O 3.888 -7.867 0.498 -0.581
O 2.756 -6.773 -1.442 -0.313
C 2.005 -7.683 -2.244 -0.333
C 0.896 -8.207 -1.336 -0.263
O 1.502 -8.357 -0.054 -0.323
H 2.673 -8.492 -2.557 0.299
H 1.610 -7.176 -3.128 0.327
H 0.489 -9.160 -1.684 0.318
H 0.085 -7.477 -1.242 0.233



No. 5
65
Properties=species:S:1:pos:R:3:lowdin_spin:R:1 method="wB97M-V/def2-TZVPD" charge=+3 orbital_gap_ev="7.62 / 7.16" multiplicity=6 homo_ev="-16.932 / -17.919" energy_ev=-75345.179
Dy 0.244 -0.310 -1.641 3.474
P 0.246 0.389 1.418 0.005
P 1.401 -3.577 0.097 0.004
P -2.254 1.126 -1.462 -0.004
H 0.894 -2.790 -3.024 0.020
C 0.710 -1.760 -3.341 0.142
C 1.722 -0.784 -3.322 0.273
H 2.629 -0.892 -2.705 0.013
C -0.974 -0.592 2.363 0.002
C 1.618 0.348 2.649 0.000
C -0.353 2.087 1.792 0.000
C 2.223 -4.942 -0.736 0.001
C 2.287 -1.999 -0.190 0.004
C 1.146 -3.804 1.853 0.001
C -3.276 1.010 -2.968 -0.002
C -2.411 2.926 -1.038 -0.002
C -3.341 0.381 -0.190 0.001
H -0.009 -1.721 -4.160 0.007
H 1.883 -0.119 -4.178 0.015
H -1.011 -0.213 3.394 0.000
H -0.690 -1.649 2.377 0.000
H -1.975 -0.516 1.922 0.000
H 1.275 0.804 3.589 0.000
H 2.465 0.936 2.277 0.000
H 1.962 -0.672 2.860 0.000
H -0.781 2.116 2.808 0.000
H -1.117 2.408 1.071 0.000
H 0.496 2.783 1.739 0.000
H 2.729 -5.654 -0.073 0.000
H 2.945 -4.576 -1.478 0.000
H 1.427 -5.476 -1.281 0.000
H 3.171 -1.999 0.475 0.000
H 1.744 -1.053 0.108 0.003
H 2.677 -1.911 -1.216 0.000
H 1.679 -4.723 2.161 0.000
H 0.052 -3.929 1.975 0.000
H 1.471 -2.933 2.455 0.000
H -3.909 1.902 -3.071 0.000
H -3.895 0.107 -2.948 0.000
H -2.618 0.945 -3.844 0.000
H -3.036 3.431 -1.796 0.000
H -1.410 3.388 -1.045 0.000
H -2.862 3.074 -0.039 0.000
H -4.390 0.425 -0.504 0.000
H -3.230 0.894 0.771 0.000
H -3.067 -0.670 -0.050 0.000
C -2.363 -3.033 -1.739 0.134
C -3.267 -3.993 -1.203 0.141
C -4.403 -4.384 -1.909 0.005
C -4.642 -3.910 -3.213 0.248
C -3.718 -3.037 -3.786 0.023
C -2.580 -2.635 -3.094 0.141
O -1.404 -2.515 -1.009 0.303
H 0.060 -3.682 -0.387 0.000
H -3.054 -4.366 -0.205 0.004
H -5.113 -5.071 -1.440 -0.003
H -5.532 -4.202 -3.797 0.009
H -3.871 -2.657 -4.806 -0.002
H -1.837 -2.004 -3.585 0.007
C 1.657 2.780 -1.549 0.001
O 1.269 1.543 -2.175 0.026
H 2.179 2.558 -0.613 0.000
H 0.744 3.344 -1.331 0.000
H 2.313 3.311 -2.240 -0.001
H 1.778 1.366 -2.999 0.004



No. 6
64
Properties=species:S:1:pos:R:3:mulliken_charge:R:1 method="wB97M-V/def2-TZVPD" charge=-1 orbital_gap_ev=7.08 homo_ev=-4.694 energy_ev=-31073.948
F 3.181 1.668 -0.037 -0.258
C 3.689 1.909 -1.244 1.019
F 2.853 2.768 -1.872 -0.255
F 4.870 2.563 -1.087 -0.351
C 3.885 0.649 -2.108 -0.672
C 3.447 -0.711 -1.443 -1.029
Nb 1.166 -0.957 -1.741 -0.664
C -1.086 -1.077 -2.063 -1.089
C -1.728 -0.007 -1.086 0.378
C -2.865 0.885 -1.759 -0.845
O -1.425 1.337 -1.384 -0.164
H 4.953 0.573 -2.390 0.344
H 3.326 0.739 -3.051 0.228
H 3.998 -1.505 -1.975 0.391
H 3.682 -0.769 -0.366 0.294
H 0.942 -1.447 0.012 0.067
H 1.428 -2.720 -2.208 -0.020
H 1.398 -0.496 -3.496 -0.037
H 1.049 0.819 -1.268 0.286
H -1.444 -2.058 -1.704 0.211
H -1.434 -0.797 -3.067 0.336
H -1.884 -0.299 -0.033 0.271
H -2.727 1.163 -2.809 0.279
H -3.273 1.608 -1.039 0.351
C -1.232 -3.762 1.513 -0.943
C -0.227 -4.867 1.816 -0.462
C 0.203 -5.649 0.576 -0.600
C -0.918 -6.405 -0.139 -0.600
C -1.675 -7.415 0.723 -0.389
C -0.796 -8.546 1.246 -1.202
H -2.167 -4.163 1.114 0.287
H -1.472 -3.208 2.423 0.393
H -0.820 -3.059 0.788 0.047
H -0.639 -5.543 2.573 0.262
H 0.663 -4.414 2.262 0.373
H 0.994 -6.352 0.859 0.316
H 0.661 -4.957 -0.138 0.273
H -0.488 -6.926 -1.000 0.384
H -1.635 -5.688 -0.551 0.261
H -2.478 -7.850 0.119 0.368
H -2.162 -6.911 1.563 0.235
H -0.326 -9.087 0.421 0.287
H -1.394 -9.259 1.817 0.379
H -0.010 -8.173 1.904 0.283
C -1.761 7.951 0.446 -1.196
C -1.567 6.940 1.572 -0.350
C -0.102 6.601 1.839 -0.730
C 0.637 5.944 0.671 -0.810
C 0.018 4.644 0.157 -0.129
C -0.010 3.532 1.197 -0.997
H -1.399 7.566 -0.508 0.288
H -2.821 8.187 0.326 0.375
H -1.232 8.883 0.664 0.288
H -2.135 6.033 1.351 0.249
H -1.997 7.356 2.489 0.367
H -0.045 5.952 2.717 0.306
H 0.430 7.520 2.111 0.388
H 1.668 5.745 0.984 0.377
H 0.710 6.653 -0.160 0.324
H 0.602 4.301 -0.701 0.264
H -0.995 4.826 -0.215 0.230
H 0.997 3.308 1.555 0.246
H -0.422 2.622 0.757 0.133
H -0.632 3.797 2.057 0.351